1.
ORCA calculation (ωB97M-V with the def2-TZVPD basis set) on a cluster of 2 separate species, C5H9N4O2 in total.

Computed properties:
HOMO: -12.8384 eV
Orbital gap: 7.381 eV
E_LUMO: -0.201 hartree
Energy relative to the best compared isomer or geometry (same formula, charge and spin): 165.4 kcal per mole
Charge: +1
E: -564.93479 Eh

XYZ file:
```
20
Properties=species:S:1:pos:R:3:forces:R:3
C -1.48539 0.56104 -0.32037 0.46 0.57 0.06
C 2.09440 -0.91151 0.81634 0.29 0.27 0.40
C -2.38921 1.63927 0.28598 -0.40 -2.74 -0.25
C -1.12546 -2.89928 -0.69731 1.91 -5.52 1.90
C 0.50520 1.78771 -0.55807 3.24 -0.14 -0.33
N -2.03790 -0.77659 -0.42257 -2.26 2.29 1.36
N -1.49292 -1.77908 -0.51793 -0.19 2.29 -0.24
N -0.29022 0.65062 -0.67370 -1.53 -1.36 -1.16
N 3.22105 -0.77019 1.18093 -1.05 0.35 1.11
O 0.92315 -0.93419 0.73613 -0.23 -0.75 0.11
O 4.42784 -0.89188 0.66201 1.46 -0.42 -1.31
H -2.03258 1.73392 1.32761 -0.63 0.20 -0.30
H -2.02682 2.45833 -0.29706 -0.78 1.22 -0.08
H -3.50432 1.30546 0.18776 2.14 1.16 0.24
H 5.03983 -0.47335 1.27724 -0.08 0.05 0.24
H -0.71887 -3.48206 0.24467 -0.75 1.14 -2.11
H -1.39158 -3.37557 -1.62599 0.51 -0.18 -0.41
H 0.13815 2.65382 -1.09214 -0.28 0.28 -0.12
H 0.58122 2.01452 0.52091 0.37 0.25 -0.45
H 1.56442 1.48900 -1.03445 -2.20 1.06 1.35
```
Forces are in eV/Å.

2.
ORCA calculation (ωB97M-V with the def2-TZVPD basis set) on a structure of composition Cl4Mg.

Computed properties:
HOMO: -2.0121 eV
Orbital gap: 8.324 eV
E_LUMO: 0.232 hartree
Energy relative to the best compared isomer or geometry (same formula, charge and spin): 5.0 kcal per mole
Charge: -2
E: -2041.17455 Eh

XYZ file:
```
5
Properties=species:S:1:pos:R:3:forces:R:3
Mg -0.09418 -0.13504 0.09644 0.77 0.66 0.00
Cl -1.18962 1.43260 -1.20497 -0.41 0.32 -0.35
Cl 2.09288 -0.39569 -0.88191 0.06 -0.17 0.01
Cl 0.42206 1.22794 2.07023 -0.17 -0.37 0.10
Cl -1.23113 -2.12982 -0.07979 -0.24 -0.44 0.24
```
Forces are in eV/Å.

3.
ORCA calculation (ωB97M-V with the def2-TZVPD basis set) on a structure of composition C4H3NO2S.

Computed properties:
HOMO (alpha / beta): -5.2467 / -10.4947 eV
2S+1: 3
Orbital gap (alpha / beta): 5.937 / 8.581 eV
E_LUMO (alpha / beta): 0.025 / -0.070 hartree
Energy relative to the best compared isomer or geometry (same formula, charge and spin): 0.0 kcal per mole
Charge: 0
E: -757.44762 Eh

XYZ file:
```
11
Properties=species:S:1:pos:R:3:forces:R:3
C 0.90793 0.93881 -0.12670 -3.38 -1.55 4.75
C 1.55691 -0.08314 -0.77908 1.60 -3.21 -2.10
C -1.76027 0.37120 -0.07713 1.53 1.49 0.16
C -0.28765 -0.88272 0.75537 0.40 -0.86 2.11
N -0.10137 0.55379 0.70148 0.86 0.72 -0.46
O -2.54697 1.08118 -0.56942 -0.70 -0.56 -0.07
O -1.57484 -0.88331 0.21261 -2.93 -1.91 -1.30
S 0.99183 -1.66952 -0.22239 0.87 1.24 -0.70
H 0.89440 1.93184 -0.20522 0.82 3.75 -0.95
H 2.39104 0.12095 -1.43960 -0.16 -0.71 -0.02
H -0.47100 -1.47908 1.75009 1.10 1.59 -1.44
```
Forces are in eV/Å.

4.
ORCA calculation (ωB97M-V with the def2-TZVPD basis set) on an isolated molecule of C5H8O2.

Computed properties:
HOMO: -9.9080 eV
SMILES string: C#C[C@H](O)CCO
Orbital gap: 10.614 eV
E_LUMO: 0.026 hartree
Energy relative to the best compared isomer or geometry (same formula, charge and spin): 55.7 kcal per mole
Charge: 0
E: -345.71621 Eh

XYZ file:
```
15
Properties=species:S:1:pos:R:3:forces:R:3
O -0.68033 -1.74759 -1.13873 -0.13 -0.05 0.19
C 0.24403 -0.71806 -1.40378 0.30 0.28 -0.14
C -0.23882 0.66269 -0.96282 -0.02 -0.01 -0.04
C -0.43338 0.79302 0.55085 0.19 0.17 -0.10
O -1.53259 -0.04629 0.90897 -0.08 0.00 0.29
C 0.77244 0.40848 1.31004 0.40 -0.15 0.31
C 1.72219 0.04610 1.95622 -0.37 0.15 -0.28
H -1.06054 -1.56808 -0.26566 -0.01 -0.10 -0.17
H 0.40621 -0.70978 -2.48759 -0.01 0.01 0.16
H 1.21867 -0.91941 -0.92937 -0.17 -0.04 -0.06
H -1.19941 0.89030 -1.43840 0.11 -0.02 0.07
H 0.48596 1.42065 -1.28222 -0.08 -0.11 0.04
H -0.68025 1.83787 0.79197 0.07 -0.17 -0.04
H -1.59256 -0.06293 1.87304 -0.03 -0.05 -0.14
H 2.56838 -0.28697 2.51748 -0.16 0.09 -0.10
```
Forces are in eV/Å.

5.
ORCA calculation (ωB97M-V with the def2-TZVPD basis set) on a cluster of 5 separate species, C13H20Cl2F2O12 in total.

Computed properties:
HOMO: -10.4212 eV
SMILES string: O=C1OC[C@@H](F)O1.O=C1OC[C@@H](F)O1.COC(=O)OC.COC(=O)OC.ClCCl
Orbital gap: 10.852 eV
E_LUMO: 0.016 hartree
Energy relative to the best compared isomer or geometry (same formula, charge and spin): 23.5 kcal per mole
Charge: 0
E: -2530.33412 Eh

XYZ file:
```
49
Properties=species:S:1:pos:R:3:forces:R:3
C 5.32647 -1.01104 -2.87874 1.16 -1.22 -0.62
O 4.55471 0.00484 -2.26766 0.69 -0.67 0.03
C 3.47265 0.31889 -2.95039 -1.92 0.28 -0.60
O 3.11488 -0.09563 -4.03765 0.77 0.34 1.43
O 2.70133 1.16906 -2.23842 0.50 -0.12 -0.24
C 3.26827 1.92610 -1.14659 -0.32 0.83 -0.45
H 5.70919 -0.70808 -3.85333 -0.10 0.22 0.07
H 4.82038 -1.96451 -3.02995 -0.76 0.34 0.02
H 6.16928 -1.31252 -2.25674 -0.05 0.77 0.34
H 3.27302 1.41923 -0.18162 -0.07 -0.24 -0.33
H 2.60699 2.79243 -1.12959 -0.06 -0.10 0.46
H 4.25117 2.33702 -1.37714 0.12 -0.43 -0.13
C 1.56689 -4.83525 4.49527 0.39 -0.85 1.64
O 1.57906 -3.52355 3.97428 1.19 -1.52 -2.03
C 1.15480 -2.53163 4.67967 -2.44 -0.30 3.66
O 0.70048 -2.66596 5.84327 1.25 1.09 -2.99
O 1.17298 -1.44671 3.91093 -0.19 0.35 0.90
C 0.33052 -0.37136 4.34896 -0.56 0.61 -0.23
H 1.96480 -4.83786 5.51004 -0.24 0.24 0.19
H 2.23544 -5.53302 3.99103 -0.04 0.69 -0.82
H 0.58158 -5.29908 4.54155 -0.18 0.45 -0.21
H 0.40777 -0.05151 5.38811 0.73 -0.33 -0.02
H -0.72461 -0.62080 4.23683 0.03 -0.33 -0.26
H 0.54716 0.45367 3.67037 0.06 -0.09 0.19
C -1.13585 -3.81565 -3.19138 -2.39 0.62 -1.88
C -1.94471 -2.70141 -2.50592 0.68 -1.01 -0.46
O -0.89097 -1.93280 -2.00350 -0.98 1.02 -0.61
C 0.18832 -2.70176 -1.81518 1.59 -0.50 3.33
O 1.00606 -2.38753 -0.96253 -1.20 -1.33 -3.01
O 0.03501 -3.91184 -2.49636 1.85 1.40 1.89
F -2.64683 -3.17833 -1.44911 -0.38 -0.26 0.53
H -0.93677 -3.45251 -4.19964 0.08 -0.06 -0.28
H -1.70229 -4.74107 -3.29551 0.30 -0.13 0.47
H -2.65934 -2.16631 -3.13127 0.48 0.31 -0.04
C -3.77892 5.46359 -0.41980 -0.20 1.35 0.01
C -5.21046 5.12121 -0.85964 1.96 -0.70 1.24
O -5.85774 5.12434 0.39071 -3.10 0.24 -2.53
C -5.03170 4.97340 1.37809 1.82 -0.36 2.86
O -5.27771 4.66244 2.50260 -0.66 0.10 -0.38
O -3.78601 5.25369 0.99471 0.73 0.00 -0.96
F -5.07472 3.83769 -1.27002 -0.92 -1.36 -0.61
H -3.62404 6.52739 -0.59991 0.62 -0.05 -0.10
H -3.04641 4.78659 -0.85937 -0.10 0.41 -0.20
H -5.70688 5.65079 -1.67279 -0.15 0.40 0.65
C -0.72288 1.09915 -0.46699 -0.83 -0.21 -0.31
Cl 0.52419 1.11134 0.75291 0.18 -0.14 0.11
Cl -1.90295 2.42609 -0.17054 0.33 -0.25 -0.28
H -0.29359 1.15813 -1.46715 0.06 0.41 0.24
H -1.30803 0.18049 -0.42500 0.27 0.09 0.29
```
Forces are in eV/Å.

6.
ORCA calculation (ωB97M-V with the def2-TZVPD basis set) on a structure of composition C61H69BrF4Ge2NO2PY.

Computed properties:
HOMO (alpha / beta): -12.2137 / -12.2155 eV
2S+1: 2
Orbital gap (alpha / beta): 5.183 / 5.185 eV
E_LUMO (alpha / beta): -0.258 / -0.258 hartree
Energy relative to the best compared isomer or geometry (same formula, charge and spin): 20.9 kcal per mole
Charge: +2
E: -10077.64005 Eh

XYZ file:
```
142
Properties=species:S:1:pos:R:3:forces:R:3
Y 0.34212 -0.05849 0.72961 -0.88 -0.04 -1.70
C -0.60740 -1.76122 -6.47994 0.13 0.27 0.12
C 0.03917 -0.38414 -6.31735 0.03 -0.02 -0.20
C 1.43974 -0.43586 -6.94565 -0.20 -0.04 0.06
C -0.83655 0.65214 -7.04318 0.10 -0.20 0.06
C 0.16536 0.04932 -4.87322 -0.30 -0.41 0.42
C -0.30670 -0.66329 -3.80508 0.11 0.09 -0.72
C -0.14841 -0.16683 -2.49433 0.28 0.63 0.35
N -0.65561 -0.74642 -1.39442 -0.16 -0.18 0.09
C -1.71869 -1.55999 -1.38218 0.52 0.01 0.60
C -2.71976 -1.61617 -2.37243 -0.86 -0.29 -0.40
C -3.80292 -2.43621 -2.22060 0.66 0.68 -0.47
C -3.81936 -3.31719 -1.10585 0.46 0.06 0.34
C -2.88310 -3.33067 -0.10831 -0.13 -0.21 0.25
C -1.84037 -2.34184 -0.15059 0.01 0.39 -0.63
O -0.99255 -2.10250 0.77465 0.36 0.69 0.24
C -2.93821 -4.35657 1.01198 0.03 -0.13 0.19
C -3.19736 -3.64282 2.34128 0.08 -0.02 -0.18
C -1.59669 -5.10528 1.02876 -0.10 0.14 -0.01
C -4.04200 -5.39890 0.81750 0.20 0.20 -0.04
C -4.93998 -2.50324 -3.21036 -0.17 -0.06 -0.23
C -6.28155 -2.28892 -2.49600 0.20 0.03 -0.07
C -4.80815 -1.46040 -4.31926 0.01 -0.14 0.20
C -4.91219 -3.89547 -3.85963 -0.02 0.16 0.02
C 0.61653 1.05073 -2.20965 -0.43 -0.61 -0.81
O 0.83050 1.33264 -0.96873 -0.09 -0.21 0.82
C 0.99317 1.83189 -3.34676 0.09 0.02 0.21
C 0.77146 1.29719 -4.59317 -0.09 -0.11 0.33
C 1.59856 3.23056 -3.32068 0.12 0.26 0.01
C 1.61240 3.81299 -1.91664 0.04 -0.18 -0.21
C 3.03673 3.19555 -3.85054 -0.17 0.00 0.15
C 0.75655 4.15933 -4.21508 0.03 -0.06 0.11
H -0.67088 -1.99208 -7.53996 -0.02 -0.08 -0.08
H -1.61703 -1.77884 -6.07612 -0.16 -0.04 0.07
H -0.01541 -2.53759 -6.00083 0.04 -0.14 0.07
H 1.36890 -0.79446 -7.96796 0.02 -0.04 -0.16
H 2.07454 -1.11910 -6.38536 0.12 -0.07 0.01
H 1.91458 0.54024 -6.96983 0.10 0.14 0.00
H -0.93978 0.37162 -8.08727 -0.03 -0.01 -0.16
H -0.40813 1.65034 -7.00831 0.03 0.12 0.00
H -1.82898 0.68623 -6.59632 -0.10 0.04 0.01
H -0.73625 -1.64335 -3.93030 -0.09 -0.09 -0.08
H -2.64555 -0.92478 -3.19314 -0.12 0.05 -0.13
H -4.63884 -4.01286 -1.04717 -0.06 -0.14 0.06
H -2.39560 -2.94964 2.56379 -0.03 -0.01 0.06
H -3.25648 -4.36594 3.14910 0.00 -0.12 0.15
H -4.13811 -3.09727 2.30027 -0.15 0.04 0.03
H -0.75768 -4.41768 1.07116 0.05 -0.04 0.06
H -1.50407 -5.71222 0.12921 0.04 -0.09 -0.05
H -1.54674 -5.76018 1.89510 0.02 -0.10 0.09
H -5.03492 -4.96049 0.88962 -0.14 0.01 -0.04
H -3.95299 -6.14608 1.60203 -0.02 -0.06 0.09
H -3.93217 -5.91246 -0.13473 -0.08 -0.09 -0.13
H -6.31223 -1.30421 -2.03619 -0.05 0.13 0.08
H -6.46866 -3.03363 -1.72787 -0.03 -0.11 0.10
H -7.08628 -2.35226 -3.22248 -0.14 -0.01 -0.06
H -4.78495 -0.45279 -3.91384 0.01 0.20 0.02
H -5.66363 -1.53513 -4.98313 -0.10 0.01 -0.10
H -3.91349 -1.62821 -4.91426 0.14 0.03 -0.10
H -5.04085 -4.68995 -3.13104 -0.04 -0.15 0.09
H -3.96739 -4.05284 -4.37560 0.08 -0.06 -0.08
H -5.71934 -3.96822 -4.58288 -0.10 -0.07 -0.11
H 1.10603 1.88037 -5.43508 0.03 0.09 -0.12
H 2.24207 3.20254 -1.27584 -0.09 0.12 0.07
H 0.60566 3.84241 -1.50867 -0.04 0.03 0.08
H 2.01057 4.82363 -1.94169 0.06 0.19 -0.05
H 3.68078 2.66023 -3.16087 0.07 0.00 0.05
H 3.40836 4.21156 -3.95734 0.09 0.14 -0.02
H 3.09997 2.70661 -4.81838 0.01 -0.04 -0.18
H -0.30944 4.03583 -4.02664 -0.06 0.01 0.01
H 0.94700 3.99023 -5.27200 -0.06 -0.03 -0.12
H 1.01878 5.19346 -4.00415 0.05 0.11 -0.02
F 2.83209 0.62875 8.12472 -0.21 -0.07 -0.29
C 2.11556 0.34046 7.04653 0.00 -0.03 -0.28
C 0.81411 -0.14756 7.17090 -0.20 -0.10 0.10
F 0.27292 -0.31727 8.37209 0.20 0.03 -0.20
C 0.07968 -0.46274 6.03520 0.43 0.18 -0.08
F -1.15640 -0.95273 6.17122 0.27 0.09 0.33
C 0.60474 -0.25699 4.75387 -0.38 -0.09 -0.35
P -0.37824 -0.80446 3.29349 0.24 -0.40 1.63
C -1.97311 0.03489 3.60516 0.16 -0.12 -0.29
C -3.03206 -0.22139 2.73469 0.10 -0.10 -0.03
C -4.22680 0.46120 2.86685 -0.12 0.12 -0.02
C -4.36001 1.44929 3.83018 -0.03 -0.04 -0.07
C -3.28114 1.77596 4.63516 0.03 0.02 -0.04
C -2.09021 1.08224 4.52046 -0.04 -0.07 0.00
C -0.18080 -2.60906 3.61399 -0.21 0.19 -0.20
C -0.80119 -3.35905 4.61042 0.05 0.01 -0.08
C -0.37930 -4.65797 4.85151 -0.09 -0.04 0.04
C 0.63633 -5.22553 4.09941 0.04 0.07 -0.07
C 1.21635 -4.50259 3.07030 0.06 0.04 0.02
C 0.81216 -3.20250 2.83249 -0.11 0.18 0.04
C 1.87467 0.24153 4.66599 -0.23 -0.12 0.96
Br 2.84294 -0.26519 1.85919 0.35 0.22 0.15
C 2.64618 0.51557 5.76636 0.21 0.10 -0.01
F 3.89502 0.98158 5.63287 -0.09 -0.19 0.24
H -2.92254 -0.96066 1.95417 -0.08 -0.13 0.06
H -5.05217 0.21976 2.21468 -0.09 0.01 -0.06
H -5.29409 1.97451 3.94254 -0.14 0.07 0.00
H -3.35797 2.57385 5.35707 -0.05 0.07 0.09
H -1.26388 1.37845 5.14843 0.04 -0.05 0.04
H -1.62157 -2.95714 5.18301 -0.01 0.08 0.05
H -0.85364 -5.23864 5.62994 -0.05 0.01 0.05
H 0.96893 -6.23158 4.29942 -0.02 -0.13 0.04
H 1.97104 -4.94933 2.44266 0.12 -0.07 -0.03
H 1.25587 -2.65572 2.00485 0.04 -0.10 0.13
C 3.11249 3.60964 4.77043 0.57 -0.24 -0.30
Ge 4.64156 3.13307 3.58090 -0.17 0.21 -0.66
C 5.47401 4.83783 2.98482 -0.20 -0.48 0.09
C 6.02138 1.75341 3.91909 -0.41 0.40 0.03
Ge 3.33121 2.22649 1.53164 0.02 0.07 -0.44
C 1.45615 3.00802 1.52325 0.78 -0.27 0.13
C 1.40448 4.28928 0.98373 0.30 -0.25 0.09
C 0.21358 4.98786 0.89615 -0.10 0.01 0.11
C -0.96538 4.40446 1.33488 0.07 -0.02 -0.03
C -0.92291 3.16830 1.96159 -0.08 -0.10 0.07
C 0.28887 2.48346 2.09150 0.10 0.03 0.03
C 4.18894 1.88626 -0.27794 -0.19 0.26 0.99
C 5.28204 2.70248 -0.56335 -0.21 0.12 0.22
C 6.08551 2.45771 -1.66381 0.05 -0.09 -0.13
C 5.82226 1.37071 -2.47971 0.08 0.00 0.08
C 4.73784 0.55121 -2.20892 -0.08 -0.07 0.06
C 3.92386 0.80834 -1.11720 -0.27 -0.16 -0.01
H 3.45876 3.68923 5.79622 0.07 0.01 0.14
H 2.31121 2.87826 4.73016 -0.03 -0.03 -0.05
H 2.72425 4.57644 4.46048 0.03 0.07 -0.11
H 5.91467 5.30820 3.86210 0.02 0.02 0.11
H 4.74469 5.52879 2.57028 -0.13 0.01 -0.01
H 6.26673 4.68615 2.25815 0.06 -0.11 -0.05
H 6.30825 1.76976 4.96593 0.04 -0.01 0.12
H 6.89402 1.99179 3.31434 -0.02 0.04 -0.06
H 5.66912 0.75539 3.67000 -0.05 0.01 0.01
H 2.32570 4.74097 0.63487 -0.06 0.14 -0.16
H 0.20620 5.98654 0.48663 -0.02 0.08 -0.07
H -1.89991 4.93772 1.23988 -0.06 0.00 0.02
H -1.82642 2.76669 2.40247 -0.01 -0.08 0.05
H 0.35760 1.67430 2.82453 -0.03 -0.14 -0.24
H 5.50648 3.53752 0.08871 0.11 0.08 0.01
H 6.92699 3.09612 -1.87930 0.10 0.11 0.02
H 6.46728 1.16158 -3.31819 0.04 -0.03 -0.12
H 4.51849 -0.29103 -2.84985 0.01 -0.05 -0.04
H 3.07050 0.15418 -0.94345 0.29 0.15 -0.02
```
Forces are in eV/Å.

7.
ORCA calculation (ωB97M-V with the def2-TZVPD basis set) on an isolated molecule of CH2ClNOS2.

Computed properties:
HOMO: -9.6381 eV
Orbital gap: 8.817 eV
E_LUMO: -0.030 hartree
Energy relative to the best compared isomer or geometry (same formula, charge and spin): 2.2 kcal per mole
Charge: 0
E: -1425.82501 Eh

XYZ file:
```
8
Properties=species:S:1:pos:R:3:forces:R:3
C 1.04349 0.42056 -0.06886 0.85 0.24 -1.48
N 0.14443 0.67853 -0.97825 -0.03 -0.86 -0.29
O 0.98398 -0.00021 1.12972 -2.89 -0.26 1.23
S -1.90240 0.30051 0.97328 -0.93 -0.18 0.87
S -1.37903 0.01381 -0.86042 0.96 1.13 -0.11
Cl -0.87730 -1.97078 -1.17357 -0.02 -0.37 0.06
H 2.07590 0.50909 -0.35611 0.45 0.68 -0.52
H -0.08907 0.04849 1.33422 1.61 -0.38 0.24
```
Forces are in eV/Å.

8.
ORCA calculation (ωB97M-V with the def2-TZVPD basis set) on an isolated molecule of C5H8.

Computed properties:
HOMO: -8.9106 eV
Orbital gap: 8.626 eV
E_LUMO: -0.010 hartree
Energy relative to the best compared isomer or geometry (same formula, charge and spin): 92.8 kcal per mole
Charge: 0
E: -195.14417 Eh

XYZ file:
```
13
Properties=species:S:1:pos:R:3:forces:R:3
C 1.62716 -0.51548 -0.12413 0.04 -0.13 -0.02
C 0.78227 0.52768 0.50330 -0.06 0.01 0.13
C -0.64339 0.82172 0.05456 -0.06 0.04 0.01
C -1.41539 -0.44347 -0.33336 -0.01 -0.05 -0.04
C 1.00716 -0.77206 1.21892 0.12 0.26 -0.29
H 1.25609 -1.12620 -0.94735 0.06 0.02 0.17
H 2.71027 -0.40378 -0.12773 -0.14 0.01 0.00
H 1.30363 1.37509 0.95240 -0.06 -0.15 -0.05
H -0.62364 1.52372 -0.78903 -0.01 -0.08 0.14
H -1.15940 1.32591 0.88001 0.08 -0.09 -0.09
H -2.48639 -0.24046 -0.42182 0.15 0.01 -0.03
H -1.07320 -0.84835 -1.29241 -0.04 0.05 0.15
H -1.28518 -1.22431 0.42664 -0.07 0.11 -0.10
```
Forces are in eV/Å.